ORCA calculation (wB97M-V/def2-TZVPD) on an isolated molecule of CH3ClN2S.

Last column: Mulliken charge in e.
CARTESIAN COORDINATES (ANGSTROEM)
N (-0.866, 0.731, -0.544)  -0.521
N (-0.259, -0.276, 0.289)  -0.065
C (1.116, -0.474, 0.164)  0.377
S (1.808, -1.818, 0.706)  -0.342
Cl (1.890, 0.795, -0.684)  -0.109
H (-1.659, 0.307, -0.870)  0.236
H (-1.239, 1.474, -0.035)  0.206
H (-0.791, -0.738, 0.974)  0.219

Calculated values
Net charge ... 0
Frontier orbital gap ... 9.275 eV
E_HOMO ... -0.3248 hartree
SMILES string ... NNC(=S)Cl


ORCA calculation (wB97M-V/def2-TZVPD) on a cluster of 2 separate species, CH3ClN2S in total.

Last column: Mulliken charge in e.
CARTESIAN COORDINATES (ANGSTROEM)
H (1.265, 0.578, -1.040)  0.249
N (2.065, -0.074, -0.652)  -0.262
N (1.721, -0.475, 0.488)  -0.190
H (2.462, -1.074, 0.948)  0.214
S (-2.133, 1.271, -1.134)  -0.178
C (-1.892, 0.286, 0.133)  -0.071
Cl (-1.106, -1.226, 0.118)  -0.055
H (-2.381, 0.713, 1.139)  0.292

Calculated values
Net charge ... 0
Frontier orbital gap ... 8.651 eV
E_HOMO ... -0.3422 hartree
SMILES string ... [H]/N=N/[H].S=CCl


ORCA calculation (wB97M-V/def2-TZVPD) on a cluster of 2 separate species, CH3ClN2S in total.

Last column: Mulliken spin population.
CARTESIAN COORDINATES (ANGSTROEM)
C (-1.270, 0.826, 0.234)  0.738
N (-0.734, 0.816, -0.858)  0.022
N (1.151, -1.338, -0.032)  0.281
S (1.585, -0.779, 1.459)  0.746
Cl (-1.800, 1.940, 1.368)  0.154
H (-0.467, 1.603, -1.450)  0.079
H (0.552, -0.738, -0.596)  -0.013
H (0.983, -2.331, -0.124)  -0.007

Calculated values
Net charge ... 0
Frontier orbital gap (alpha / beta) ... 9.239 / 7.694 eV
E_HOMO (alpha / beta) ... -0.3040 / -0.3160 hartree
Multiplicity ... 3


ORCA calculation (wB97M-V/def2-TZVPD) on a cluster of 2 separate species, CH3ClNO2S in total.

Last column: Mulliken charge in e.
CARTESIAN COORDINATES (ANGSTROEM)
C (2.603, -1.824, 0.961)  -0.162
N (-1.196, -1.774, 1.194)  -0.626
O (-1.451, -0.838, -1.446)  -0.681
O (0.190, -0.066, 0.144)  -0.564
S (-0.397, -1.279, -0.422)  0.493
Cl (2.507, -2.087, -0.688)  -0.002
H (3.305, -0.905, 1.059)  0.090
H (-1.483, -2.731, 1.359)  0.194
H (-0.356, -1.702, 1.747)  0.257

Calculated values
Net charge ... -1
Frontier orbital gap (alpha / beta) ... 6.181 / 6.181 eV
E_HOMO (alpha / beta) ... -0.1289 / -0.1289 hartree


ORCA calculation (wB97M-V/def2-TZVPD) on a structure of composition CH3ClO2P.

Last column: Mulliken spin population.
CARTESIAN COORDINATES (ANGSTROEM)
C (-0.032, 0.566, 0.311)  0.349
O (-0.364, 1.763, 0.087)  -0.086
O (0.232, -0.748, -2.580)  0.276
P (0.796, -0.806, -1.180)  1.071
Cl (0.540, -2.286, 0.384)  0.311
H (-0.661, 1.640, 1.040)  -0.022
H (-0.977, -0.342, 0.645)  0.040
H (0.466, 0.212, 1.293)  0.061

Calculated values
Net charge ... -1
Frontier orbital gap (alpha / beta) ... 3.262 / 8.106 eV
E_HOMO (alpha / beta) ... 0.0120 / -0.1863 hartree
Multiplicity ... 3


ORCA calculation (wB97M-V/def2-TZVPD) on a cluster of 2 separate species, CH3ClO2S in total.

Last column: Mulliken charge in e.
CARTESIAN COORDINATES (ANGSTROEM)
C (-0.762, -0.107, -0.268)  0.148
O (-1.277, 0.544, 0.854)  -0.466
O (-0.033, -1.138, -0.087)  -0.422
S (2.689, -0.707, 0.277)  0.111
Cl (2.182, 0.982, -0.616)  -0.042
H (-0.208, 0.685, -0.872)  0.102
H (-1.626, -0.351, -0.937)  0.249
H (-0.965, 0.093, 1.649)  0.320

Calculated values
Net charge ... 0
Frontier orbital gap (alpha / beta) ... 5.964 / 5.945 eV
E_HOMO (alpha / beta) ... -0.3465 / -0.3459 hartree


ORCA calculation (wB97M-V/def2-TZVPD) on an isolated molecule of CH3ClO3S.

Last column: Mulliken charge in e.
CARTESIAN COORDINATES (ANGSTROEM)
C (-0.218, 0.035, 0.403)  -0.137
O (0.161, 1.770, 2.669)  -0.435
O (-0.403, -0.525, -0.911)  -0.493
O (-1.305, 0.883, 0.757)  -0.256
S (-1.252, 1.562, 2.302)  0.654
Cl (-1.944, -0.157, 3.486)  -0.207
H (-0.695, 0.132, -1.493)  0.281
H (-0.053, -0.962, 0.980)  0.265
H (0.763, 0.446, 0.374)  0.329

Calculated values
Net charge ... 0
Frontier orbital gap ... 10.380 eV
E_HOMO ... -0.4070 hartree


ORCA calculation (wB97M-V/def2-TZVPD) on a cluster of 2 separate species, CH3ClOS in total.

Last column: Mulliken spin population.
CARTESIAN COORDINATES (ANGSTROEM)
C (2.203, -0.537, 0.706)  0.837
O (-2.499, 0.961, -1.250)  0.144
S (-2.845, -0.070, -0.007)  0.864
Cl (0.863, -1.231, 0.002)  0.126
H (2.843, -0.051, 0.123)  0.024
H (2.521, -0.790, 1.746)  0.012
H (-3.086, 1.719, -1.320)  -0.006

Calculated values
Net charge ... 0
Frontier orbital gap (alpha / beta) ... 8.566 / 7.506 eV
E_HOMO (alpha / beta) ... -0.3001 / -0.3326 hartree
Multiplicity ... 3


ORCA calculation (wB97M-V/def2-TZVPD) on a cluster of 2 separate species, CH3ClOS in total.

Last column: Mulliken spin population.
CARTESIAN COORDINATES (ANGSTROEM)
C (-0.039, 0.139, 0.052)  0.897
O (2.070, 0.619, 2.961)  0.344
S (2.522, 1.279, 1.742)  0.638
Cl (1.711, 3.250, 1.432)  0.028
H (0.242, 0.267, -1.044)  0.027
H (-0.987, 0.605, 0.270)  0.038
H (0.576, -0.592, 0.693)  0.028

Calculated values
Net charge ... 0
Frontier orbital gap (alpha / beta) ... 8.287 / 9.765 eV
E_HOMO (alpha / beta) ... -0.3248 / -0.4248 hartree
Multiplicity ... 3


ORCA calculation (wB97M-V/def2-TZVPD) on a structure of composition CH3F2N.

Last column: Mulliken charge in e.
CARTESIAN COORDINATES (ANGSTROEM)
C (0.860, 1.805, 0.891)  0.272
N (0.268, 1.197, 1.790)  0.006
F (0.941, 3.038, 0.463)  -0.118
F (-0.594, 1.728, 3.091)  -0.436
H (-0.360, 0.725, -1.644)  0.189
H (-0.590, 1.058, -1.015)  -0.189
H (0.224, 0.262, 2.132)  0.277

Calculated values
Net charge ... 0
Frontier orbital gap (alpha / beta) ... 9.767 / 9.769 eV
E_HOMO (alpha / beta) ... -0.3707 / -0.3707 hartree


ORCA calculation (wB97M-V/def2-TZVPD) on an isolated molecule of CH3F2N.

Last column: Mulliken charge in e.
CARTESIAN COORDINATES (ANGSTROEM)
N (0.186, 0.546, -0.880)  -0.581
C (-0.296, -0.368, 0.259)  0.314
F (-0.023, 0.176, 1.457)  -0.246
F (0.529, -1.449, 0.243)  -0.254
H (-0.368, 1.336, -0.798)  0.242
H (1.211, 0.578, -0.538)  0.280
H (-1.238, -0.818, 0.256)  0.245

Calculated values
Net charge ... 0
Frontier orbital gap ... 12.019 eV
E_HOMO ... -0.4016 hartree
SMILES string ... NC(F)F


ORCA calculation (wB97M-V/def2-TZVPD) on an isolated molecule of CH3F2NO.

Last column: Mulliken charge in e.
CARTESIAN COORDINATES (ANGSTROEM)
O (1.100, 0.958, -0.092)  -0.475
C (0.062, 0.072, -0.367)  -0.206
N (-0.092, -0.742, 0.829)  0.128
F (-0.787, -0.004, 1.768)  -0.162
F (-0.998, -1.746, 0.514)  -0.175
H (1.275, 1.502, -0.866)  0.318
H (-0.878, 0.595, -0.616)  0.286
H (0.318, -0.636, -1.170)  0.285

Calculated values
Net charge ... 0
Frontier orbital gap ... 11.443 eV
E_HOMO ... -0.3979 hartree
SMILES string ... OCN(F)F


ORCA calculation (wB97M-V/def2-TZVPD) on a cluster of 2 separate species, CH3F2NS in total.

Last column: Mulliken charge in e.
CARTESIAN COORDINATES (ANGSTROEM)
C (0.088, 1.381, -0.293)  -0.621
N (1.106, 1.274, 0.563)  -0.260
F (0.577, -2.782, -0.315)  -0.215
F (-1.158, -1.542, 0.905)  -0.192
S (-0.025, -2.669, 1.215)  0.405
H (-0.815, 1.792, 0.176)  0.294
H (0.051, 0.463, -1.049)  0.261
H (0.175, 2.083, -1.201)  0.328

Calculated values
Net charge ... 0
Frontier orbital gap ... 7.114 eV
E_HOMO ... -0.3091 hartree


ORCA calculation (wB97M-V/def2-TZVPD) on an isolated molecule of CH3F2OP.

Last column: Mulliken charge in e.
CARTESIAN COORDINATES (ANGSTROEM)
O (1.230, -0.915, 0.089)  -0.487
P (0.386, 0.024, -0.969)  0.044
C (-0.997, 0.155, 0.208)  0.394
F (-1.898, 1.015, -0.202)  -0.243
F (-1.666, -0.960, 0.378)  -0.228
H (2.164, -1.049, 0.020)  0.317
H (1.217, 1.272, -0.605)  0.033
H (-0.437, 0.459, 1.081)  0.169

Calculated values
Net charge ... 0
Frontier orbital gap ... 9.656 eV
E_HOMO ... -0.3395 hartree
SMILES string ... OPC(F)F


ORCA calculation (wB97M-V/def2-TZVPD) on a cluster of 2 separate species, CH3F2OP in total.

Last column: Mulliken charge in e.
CARTESIAN COORDINATES (ANGSTROEM)
C (-1.191, -0.302, -1.574)  -0.047
O (-0.087, -0.439, -1.262)  -0.325
H (-1.568, 0.095, -2.568)  0.205
H (-2.122, -0.702, -0.920)  0.166
F (1.975, 2.292, 2.829)  -0.244
P (2.053, 2.638, 1.263)  0.465
F (0.421, 2.680, 1.074)  -0.259
H (2.269, 1.273, 1.049)  0.039

Calculated values
Net charge ... 0
Frontier orbital gap ... 10.893 eV
E_HOMO ... -0.3739 hartree
SMILES string ... C=O.FPF


ORCA calculation (wB97M-V/def2-TZVPD) on a cluster of 2 separate species, CH3F2PS in total.

Last column: Mulliken charge in e.
CARTESIAN COORDINATES (ANGSTROEM)
C (0.879, -0.113, 0.206)  0.319
F (0.656, 0.525, 1.392)  -0.169
F (1.119, 0.897, -0.701)  -0.182
P (-2.525, 0.823, 0.464)  -0.056
S (2.058, -1.373, 0.374)  -0.142
H (-2.599, -0.483, -0.198)  0.043
H (-1.764, 1.308, -0.638)  0.037
H (2.176, -1.583, -0.899)  0.149

Calculated values
Net charge ... 0
Frontier orbital gap (alpha / beta) ... 8.216 / 7.782 eV
E_HOMO (alpha / beta) ... -0.3255 / -0.3276 hartree


ORCA calculation (wB97M-V/def2-TZVPD) on a cluster of 2 separate species, CH3F2PS in total.

Last column: Mulliken charge in e.
CARTESIAN COORDINATES (ANGSTROEM)
C (-2.183, 0.590, -0.038)  -0.375
S (-3.241, -0.610, 0.171)  -0.182
H (-2.061, 0.936, -0.995)  0.283
H (-1.649, 0.965, 0.795)  0.270
F (3.180, 0.477, 0.157)  -0.241
P (2.639, -1.042, 0.152)  0.482
F (1.720, -0.851, -1.202)  -0.257
H (1.595, -0.465, 0.960)  0.020

Calculated values
Net charge ... 0
Frontier orbital gap ... 8.505 eV
E_HOMO ... -0.3282 hartree
SMILES string ... C=S.FPF


ORCA calculation (wB97M-V/def2-TZVPD) on the ion CH3F3N2P with charge +1.

Last column: Mulliken charge in e.
CARTESIAN COORDINATES (ANGSTROEM)
N (0.183, -0.788, -0.122)  -0.211
C (0.090, 0.136, -0.998)  0.657
F (0.227, -0.070, -2.247)  -0.107
N (-0.140, 1.787, -0.692)  -0.245
P (-0.439, 3.004, -1.897)  0.469
F (-2.016, 3.081, -1.631)  -0.218
F (-0.108, 4.141, -0.837)  -0.217
H (0.094, -0.634, 0.877)  0.262
H (0.367, -1.742, -0.448)  0.298
H (-0.351, 1.959, 0.284)  0.311

Calculated values
Net charge ... +1
Frontier orbital gap ... 10.498 eV
E_HOMO ... -0.5701 hartree
SMILES string ... N/C(F)=[NH+]/P(F)F


ORCA calculation (wB97M-V/def2-TZVPD) on an isolated molecule of CH3F3O2SSi.

Last column: Mulliken spin population.
CARTESIAN COORDINATES (ANGSTROEM)
C (1.059, 1.425, -0.571)  0.230
O (1.293, -1.245, -0.692)  0.307
O (1.186, -0.231, 1.487)  0.191
F (0.730, 1.556, -1.855)  0.013
F (0.440, 2.367, 0.111)  0.016
F (2.449, 1.599, -0.542)  0.033
Si (-1.785, -1.145, 0.453)  0.781
S (0.623, -0.298, 0.175)  0.341
H (-1.476, -0.560, 1.778)  0.035
H (-2.045, -2.589, 0.626)  0.027
H (-2.473, -0.878, -0.970)  0.026

Calculated values
Net charge ... 0
Frontier orbital gap (alpha / beta) ... 7.213 / 7.839 eV
E_HOMO (alpha / beta) ... -0.2582 / -0.4439 hartree
Multiplicity ... 3


ORCA calculation (wB97M-V/def2-TZVPD) on a structure of composition CH3F3OP.

Last column: Mulliken charge in e.
CARTESIAN COORDINATES (ANGSTROEM)
C (0.992, -1.275, 0.310)  0.498
O (1.720, -0.483, 0.675)  0.004
F (-1.096, 2.933, 0.966)  -0.206
F (-0.974, 0.594, 1.187)  -0.196
F (-1.139, 1.487, -0.965)  -0.198
P (-1.896, 1.650, 0.414)  0.605
H (1.095, -1.432, -1.083)  -0.418
H (0.142, -1.918, 0.464)  0.386
H (1.156, -1.556, -1.967)  0.524

Calculated values
Net charge ... +1
Frontier orbital gap ... 7.459 eV
E_HOMO ... -0.5627 hartree